# 1
# C32H38N12O10PtS3

A structure of composition C32H38N12O10PtS3 in a non-equilibrium geometry (the ωB97M-V functional and the def2-TZVPD basis, the OMol25 dataset).

Summary:
Multiplicity: 5
Net charge: +2
Largest force on an atom, eV/Å: 4.6
LUMO level (spin up / spin down), eV: -6.16 / -8.53
Energy above the lowest of the compared OMol25 structures with the same formula, charge and spin, kcal per mole: 0.0

Cartesian coordinates (Å):
Pt  -1.8721  0.7563  1.7428
S  -2.3166  -0.4039  3.7315
S  1.3314  0.1000  0.9963
S  -9.1405  -6.8965  -2.2718
O  1.8770  0.6898  2.5934
O  -9.5578  -5.5537  -2.1407
O  4.0274  1.0049  6.0131
O  0.6146  -0.0972  -1.2707
O  -8.6955  -7.6957  -1.2103
O  1.9830  1.2512  5.3618
O  0.1051  -0.4678  1.4445
O  -9.3572  -7.6057  -3.5144
O  6.0469  -3.2191  5.0330
O  5.8888  -4.0210  3.0438
N  -5.8046  -4.1264  -0.8395
N  -0.8549  1.8906  2.9449
N  -2.9922  -0.4022  0.4310
N  2.4790  -0.9979  0.8932
N  3.0958  0.7385  5.3200
N  1.7052  1.7654  -1.7642
N  -0.8456  -0.0396  5.9290
N  -0.5220  1.5187  4.2396
N  -6.2229  -5.7525  -2.5935
N  2.2563  -0.2604  -2.7102
N  -1.2963  2.2352  0.4027
N  5.5978  -3.2126  3.9283
C  3.2690  -0.3518  4.3605
C  3.0430  -1.2116  2.0387
C  -0.2383  4.3610  0.3524
C  -1.4229  3.6464  -1.6138
C  1.5030  0.4666  -1.9526
C  1.3482  -2.4860  -3.9204
C  -1.1469  0.4112  4.6830
C  2.6666  -0.2835  3.0939
C  -4.4298  -2.1905  -1.1281
C  3.1270  3.6950  -1.0912
C  2.9030  2.5328  -2.0806
C  -0.5311  3.1723  1.0197
C  4.8819  5.4389  -0.4257
C  4.3209  -1.2215  4.5973
C  -6.3151  -5.2330  -1.3800
C  0.6296  3.9212  3.1414
C  -5.5232  -4.9774  -3.4065
C  -5.0104  -1.5404  -0.0522
C  -2.4803  -0.8835  -0.7105
C  -5.0757  -3.4165  -1.6678
C  -3.1371  -1.8031  -1.4617
C  -1.6972  2.4712  -0.8921
C  -0.5467  -0.9360  -4.6551
C  -4.8992  -3.7978  -3.0067
C  4.6317  -2.1522  3.6111
C  4.4971  4.3049  -1.4014
C  2.1872  -1.7654  -2.7689
C  -0.5683  4.5743  -0.9550
C  -4.2739  -0.6510  0.7430
C  4.0094  -2.1982  2.4203
C  -0.1971  2.9246  2.3758
C  -0.1722  -2.2370  -3.9398
H  0.4149  1.8152  4.5352
H  4.2357  6.3242  -0.6166
H  5.9096  5.7473  -0.5699
H  1.7438  -2.1267  -1.8414
H  5.2270  3.4868  -1.2269
H  4.5370  4.6193  -2.4510
H  4.1408  -3.0323  1.7539
H  3.7621  1.8336  -2.0696
H  2.9031  0.1845  -3.3699
H  1.7352  -2.1742  -4.9295
H  3.2124  -2.2037  -2.9442
H  -0.3030  5.5699  -1.3155
H  0.9988  2.1594  -1.2155
H  -1.5166  -0.3858  -1.0131
H  -0.0626  -0.8866  -5.6666
H  4.7624  5.0877  0.5968
H  -1.3220  -0.8599  6.3063
H  -2.3763  1.6717  -1.2403
H  -0.1382  0.4547  6.4358
H  -6.0208  -1.8393  0.3205
H  -1.8712  3.9018  -2.6033
H  1.3230  4.5141  2.4439
H  -0.7664  -3.0678  -4.3623
H  4.8357  -1.0378  5.5409
H  -0.0231  4.5453  3.7327
H  -4.4193  -2.9768  -3.6137
H  3.1874  3.4439  0.0108
H  2.2832  4.4134  -1.2017
H  1.2368  3.4273  3.8736
H  -4.7910  -0.2579  1.6120
H  1.5433  -3.5481  -3.7047
H  -5.4899  -5.3822  -4.3897
H  -2.5815  -2.1225  -2.3234
H  0.3183  5.1943  0.8101
H  -1.6499  -0.9116  -4.7388
H  -0.5451  -2.2492  -2.9175
H  2.8832  2.8922  -3.1355
H  -0.1987  -0.0063  -4.1723

Atomic partial charges in e from the Mulliken method, atoms 1 to 6: 1.3553, -0.5287, 1.2455, 1.1647, -0.2694, -0.3899

---

# 2
# C32H38N7OPTi

A structure of composition C32H38N7OPTi (the ωB97M-V functional and the def2-TZVPD basis, the OMol25 dataset).

Summary:
Multiplicity: 2
Net charge: +3
Largest force on an atom, eV/Å: 0.4
LUMO level (spin up / spin down), eV: -8.53 / -8.29
Energy above the lowest of the compared OMol25 structures with the same formula, charge and spin, kcal per mole: 0.0

Cartesian coordinates (Å):
Ti  0.0561  0.3584  0.1427
P  -0.0348  -1.6643  1.9145
O  1.5222  -0.4308  -0.9268
N  4.1504  2.9388  -2.5000
N  -0.4117  1.8986  -1.3414
N  2.8271  1.2538  -1.7087
N  1.4377  1.2615  1.6147
N  3.1131  -0.9544  -2.4538
N  -1.1703  1.8409  1.2528
N  -1.7503  -0.5425  -0.6429
C  3.5755  1.7535  2.5616
C  2.6807  -2.3568  -2.4018
C  0.8560  1.9408  2.6231
C  -3.3189  1.2475  0.0111
C  -3.4674  -3.7576  1.3295
C  -2.5484  -2.7866  1.6911
C  -0.8864  3.0654  -0.8837
C  -1.6737  -5.1675  0.5663
C  -0.7492  -4.1966  0.9302
C  -2.9995  -0.0471  -0.6909
C  2.4853  -0.0186  -1.6905
C  2.7782  1.1753  1.5954
C  -1.2322  4.1026  -1.7313
C  -2.4371  -2.4025  -1.9935
C  -1.4936  -1.7097  -1.2764
C  1.6261  -2.4134  1.9052
C  4.5316  0.7219  -3.3295
C  -1.0909  3.9223  -3.0985
C  -0.6198  2.7052  -3.5759
C  -3.0296  -4.9482  0.7593
C  -0.2953  1.7224  -2.6670
C  -2.6102  1.4630  1.3394
C  3.8355  1.6511  -2.5063
C  -0.3081  -1.3787  3.6947
C  -0.6449  1.9285  2.6328
C  2.9735  2.4705  3.5854
C  -0.9971  3.1715  0.6104
C  -4.0053  -0.7115  -1.3799
C  4.1371  -0.5640  -3.2687
C  -3.7282  -1.8927  -2.0445
C  1.5901  2.5691  3.6106
C  -1.1820  -2.9983  1.4918
H  3.6445  3.5778  -1.9094
H  -3.1370  2.2422  1.8987
H  -5.0041  -0.2963  -1.3890
H  3.5719  2.9456  4.3515
H  0.3769  -0.6121  4.0605
H  -0.5180  2.5224  -4.6362
H  -0.9919  1.0561  3.1869
H  0.3064  -4.3970  0.7950
H  0.0575  0.7524  -2.9955
H  -1.3348  -1.0711  3.8928
H  2.3313  -1.6922  2.3206
H  -4.3883  1.2536  0.2231
H  -1.0423  2.8086  3.1467
H  -0.4806  -2.0843  -1.1943
H  2.7779  -2.7424  -1.3902
H  1.9345  -2.6490  0.8879
H  4.8928  3.3014  -3.0756
H  -3.1592  2.0866  -0.6708
H  1.0864  3.1224  4.3922
H  -1.8094  3.8421  0.9034
H  -4.5070  -2.4135  -2.5859
H  -3.7437  -5.7145  0.4887
H  -2.1765  -3.3296  -2.4834
H  3.3126  -2.9418  -3.0631
H  -2.9000  -1.8703  2.1537
H  1.6440  -3.3173  2.5137
H  4.6048  -1.3436  -3.8533
H  -2.6662  0.5437  1.9263
H  -4.5230  -3.5993  1.5080
H  1.6471  -2.4444  -2.7292
H  4.6498  1.6489  2.5082
H  5.3427  1.0260  -3.9741
H  -0.1240  -2.3048  4.2398
H  -1.6189  5.0299  -1.3295
H  -1.3605  4.7149  -3.7842
H  -1.3301  -6.1059  0.1513
H  -0.0704  3.6112  0.9874
H  3.2133  0.6229  0.7766

Atomic partial charges in e from the Mulliken method, atoms 1 to 6: 0.3428, 2.1866, -0.0359, -0.3395, 1.1050, -0.1509

---

# 3
# C32H39BrN5O11S2

A cluster of 5 separate species, C32H39BrN5O11S2 in total (the ωB97M-V functional and the def2-TZVPD basis, the OMol25 dataset).

Summary:
Multiplicity: 1
Net charge: +1
Largest force on an atom, eV/Å: 0.5
LUMO level, eV: -4.86

Cartesian coordinates (Å):
Br  -4.8179  2.7341  4.6335
S  -3.1301  2.0691  3.4618
S  2.1574  2.8064  3.0761
O  -2.9428  -1.5956  -0.0663
O  1.8963  2.3571  1.7384
O  3.6996  2.6168  3.3987
O  0.8054  -3.4453  -4.7298
O  10.5625  3.8992  7.3568
O  -2.5778  -5.4197  -6.7009
O  1.5729  -3.8933  -2.7772
O  9.5702  1.9902  7.3318
O  -2.6467  -2.7143  -1.8732
O  -3.5366  -4.9946  -8.5767
O  1.8315  4.1376  3.4625
N  -5.9377  5.0098  2.0597
N  1.0495  -4.2236  -3.8233
N  -3.0327  -4.6538  -7.5300
N  -2.2977  -1.8916  -1.0630
N  9.6572  3.1628  7.0308
C  1.3356  1.6708  4.1830
C  -2.3073  -1.4325  -5.8029
C  6.4948  3.4691  5.0847
C  -3.8570  1.1676  2.0743
C  7.5148  2.9237  5.8476
C  8.6524  5.0623  5.8279
C  0.6648  -5.6294  -3.9972
C  6.5470  4.8008  4.6943
C  0.5093  -7.8336  -3.1211
C  -3.4286  -0.9680  -7.8842
C  -1.0175  -1.2009  -1.2805
C  -0.5888  -0.2685  -0.3487
C  -0.2814  -1.5013  -2.4077
C  -2.9610  -3.2097  -7.2402
C  -4.0171  1.9955  0.8109
C  -5.1315  3.0356  0.8575
C  -4.7416  4.3477  1.5387
C  -0.1784  1.8298  3.9717
C  8.5743  3.7355  6.2067
C  0.8958  -6.5147  -2.9574
C  0.9198  -0.8391  -2.6142
C  -3.4930  -2.3242  -8.1598
C  -2.8378  -0.5236  -6.7086
C  -0.9418  0.5455  4.3068
C  -2.3668  -2.7924  -6.0634
C  -0.0947  -8.2423  -4.3047
C  -0.3114  -7.3370  -5.3342
C  1.3612  0.1033  -1.6967
C  -2.4628  0.7283  4.4832
C  7.6252  5.5941  5.0632
C  0.6096  0.3888  -0.5602
C  0.0728  -6.0140  -5.1864
H  -5.4105  3.2725  -0.1721
H  -4.2353  1.2572  0.0354
H  -0.7852  -7.6529  -6.2528
H  -0.7569  -0.2072  3.5369
H  -2.9993  -0.1831  4.2147
H  -2.7898  0.5370  -6.4988
H  -6.6389  5.0729  1.3292
H  7.6678  6.6304  4.7574
H  9.4988  5.6625  6.1268
H  0.9446  1.1097  0.1741
H  1.5046  -1.0704  -3.4927
H  7.4958  1.8910  6.1622
H  -0.3515  2.0780  2.9210
H  -3.8392  -0.2588  -8.5897
H  -3.0728  2.4668  0.5212
H  -0.6338  -2.2367  -3.1149
H  -4.0664  4.1889  2.3897
H  -1.8437  -1.0825  -4.8903
H  0.6770  -8.5433  -2.3227
H  -6.0314  2.6247  1.3256
H  5.7442  5.2203  4.1018
H  -2.7236  0.9707  5.5123
H  5.6538  2.8568  4.7973
H  -0.0926  -5.2993  -5.9772
H  2.2979  0.6187  -1.8629
H  -0.5266  2.6596  4.5897
H  -1.9590  -3.5145  -5.3714
H  -4.1900  4.9683  0.8214
H  3.9170  1.6774  3.4902
H  -4.7986  0.7411  2.4256
H  -5.7254  5.9643  2.3240
H  -3.9445  -2.6913  -9.0692
H  -1.1823  -0.0699  0.5312
H  -0.3999  -9.2735  -4.4236
H  1.6914  0.6654  3.9462
H  1.6327  1.9368  5.1974
H  -3.1585  0.3420  1.9128
H  -0.5760  0.1285  5.2478
H  1.3647  -6.1765  -2.0457

Atomic partial charges in e from the Mulliken method, atoms 1 to 6: -0.0102, 0.0946, 1.0519, -0.6830, -0.5571, -0.3978

---

# 4
# C32H39ClNO3PRuS

A structure of composition C32H39ClNO3PRuS (the ωB97M-V functional and the def2-TZVPD basis, the OMol25 dataset).

Summary:
Multiplicity: 5
Net charge: +2
Largest force on an atom, eV/Å: 0.3
LUMO level (spin up / spin down), eV: -6.51 / -9.50
Energy above the lowest of the compared OMol25 structures with the same formula, charge and spin, kcal per mole: 0.0

Cartesian coordinates (Å):
Ru  -1.0518  0.1405  1.1060
Cl  5.4907  0.7424  0.9790
S  2.8173  -2.1397  1.5559
P  -3.0747  -1.1237  0.7348
O  -1.3179  1.6343  -0.4135
O  0.7789  4.2382  0.7570
O  -0.6217  2.1213  1.5834
N  0.7826  -0.8738  0.6702
C  1.5835  -1.0706  -0.4395
C  3.8038  2.6413  1.9252
C  0.5446  -1.2614  3.0047
C  2.3562  4.4125  2.9880
C  3.6922  -2.0404  -1.1264
C  0.1976  -1.4299  5.3649
C  -1.4609  -0.2890  4.0352
C  2.1833  2.5604  -0.3204
C  -5.7627  -0.4835  0.1007
C  1.8157  1.1472  -4.1006
C  4.1010  1.7798  0.8751
C  2.7602  -1.7628  -0.1337
C  -2.8529  -2.0341  -0.8236
C  1.8835  3.4072  0.7346
C  1.3214  -0.6379  -1.7347
C  -0.7156  -0.5785  2.8700
C  -0.2973  3.8517  -0.0425
C  -4.4334  -3.4559  1.6169
C  3.3098  1.7447  -0.2530
C  -4.4045  0.0921  0.5056
C  -0.7882  2.4851  0.3729
C  0.9777  -1.6900  4.2451
C  2.2406  -0.8953  -2.7369
C  -1.0150  -0.7216  5.2582
C  2.6961  3.4700  1.8710
C  -3.5086  -2.3141  2.0449
C  1.9673  -0.3807  -4.1496
C  1.3063  -1.3955  1.7695
C  0.6647  -1.0079  -4.6676
C  -2.7156  -1.1229  -2.0420
C  3.4148  -1.6065  -2.4070
C  3.0972  -0.7261  -5.1194
H  -4.0293  0.7933  -0.2448
H  1.9241  -2.2049  4.3531
H  4.1387  -1.8168  -3.1801
H  0.4585  -0.6502  -5.6768
H  2.7216  1.6205  -3.7148
H  -3.9444  -4.1194  0.9053
H  4.0462  -0.2798  -4.8169
H  -6.4452  0.3344  -0.1240
H  -1.1040  4.5705  0.1165
H  -4.6923  -4.0499  2.4920
H  -6.2068  -1.0701  0.9029
H  4.4514  2.6680  2.7922
H  -3.6247  -0.5486  -2.2166
H  3.5753  1.1030  -1.0829
H  1.6382  1.5332  -5.1048
H  -0.1888  -0.7409  -4.0406
H  2.3659  5.4457  2.6397
H  0.7396  -2.0962  -4.7020
H  -2.5289  -1.7227  -2.9310
H  -0.0787  3.8416  -1.1132
H  1.3537  4.2167  3.3710
H  -1.8907  -0.4168  -1.9356
H  -1.5925  -0.5147  6.1490
H  -5.6918  -1.1086  -0.7900
H  -2.3867  0.2687  3.9633
H  3.2328  -1.8041  -5.2205
H  -3.7166  -2.6949  -0.9318
H  0.5373  -1.7582  6.3381
H  2.8532  -0.3349  -6.1068
H  0.4202  -0.0721  -1.9387
H  -4.4813  0.6570  1.4389
H  0.9714  1.4523  -3.4777
H  3.0703  4.3186  3.8033
H  -2.5672  -2.7118  2.4292
H  -5.3605  -3.0988  1.1730
H  4.6095  -2.5688  -0.9071
H  -3.9508  -1.7257  2.8538
H  -1.9808  -2.6819  -0.6988
H  1.5880  2.5402  -1.2244

Atomic partial charges in e from the Mulliken method, atoms 1 to 6: -1.0070, -0.1965, -0.3067, 0.8088, -0.6768, -0.4722

---

# 5
# C32H39EuN5

A structure of composition C32H39EuN5 in a non-equilibrium geometry (the ωB97M-V functional and the def2-TZVPD basis, the OMol25 dataset).

Summary:
Multiplicity: 8
Net charge: -2
Largest force on an atom, eV/Å: 3.3
LUMO level (spin up / spin down), eV: 4.40 / 4.42
Energy above the lowest of the compared OMol25 structures with the same formula, charge and spin, kcal per mole: 0.0

Cartesian coordinates (Å):
Eu  0.1244  -0.3928  1.0631
N  0.9867  -2.8943  2.9877
N  0.8464  -2.3955  -0.8006
N  0.3197  -1.2956  -2.5686
N  -2.1802  -0.0620  2.1222
N  -4.2437  -0.2432  2.8618
C  1.1357  0.2305  -4.2676
C  0.7391  -2.5578  -2.9966
C  0.9322  1.3838  -5.0307
C  0.6065  2.2676  1.6761
C  -0.7321  -3.7955  1.4675
C  -1.0231  0.6284  -3.1666
C  -4.0031  1.1792  0.8638
C  -2.1740  -0.8260  3.2937
C  2.4343  -0.5034  -4.3515
C  -3.4494  0.3014  1.9165
C  0.3304  -3.4541  3.9978
C  1.2087  1.4992  2.7167
C  -1.4265  -4.2981  2.5574
C  -0.4673  3.3334  -5.7801
C  -3.4574  -0.9696  3.7398
C  1.0526  -3.2473  -1.8986
C  0.3022  -1.2261  -1.2036
C  0.7703  1.4385  4.1347
C  -0.5823  3.1443  1.8356
C  2.3996  1.1231  0.7693
C  3.1086  -0.2478  2.8700
C  -0.2299  2.1470  -4.8979
C  0.5366  -3.1601  1.7052
C  -2.0546  0.2713  -2.1430
C  2.3033  0.7748  2.1534
C  1.0635  2.6445  -0.8574
C  1.3820  -2.6477  0.7165
C  -1.1858  1.7750  -3.9470
C  -0.8728  -4.1603  3.8356
C  1.3359  2.0291  0.4691
C  0.1206  -0.1597  -3.3781
C  3.4460  0.6553  -0.1764
H  1.3252  2.1602  4.7564
H  -1.8211  0.6983  -1.1489
H  4.0276  -0.4720  2.3124
H  -4.5409  0.5778  0.1149
H  3.7487  -0.3794  0.0381
H  -0.3527  4.0174  2.4670
H  1.4294  -4.2412  -1.7388
H  0.9398  0.4408  4.5664
H  3.0957  0.6943  -1.2174
H  0.7803  -3.3370  4.9874
H  2.5559  -1.1977  3.0194
H  -0.2975  1.6725  4.2361
H  1.7052  1.6868  -5.7421
H  2.9702  -0.5452  -3.3899
H  -4.7077  1.8955  1.3137
H  -0.0116  2.8203  -1.0090
H  0.4818  3.7397  -6.1429
H  -2.3816  -4.8093  2.4191
H  -5.2508  -0.1151  2.9009
H  4.3503  1.2845  -0.1133
H  1.5776  3.6145  -0.9695
H  0.7786  -2.8309  -4.0325
H  -3.8461  -1.5128  4.5833
H  -1.0851  -3.8918  0.4406
H  -1.0080  4.1170  -5.2393
H  3.0840  0.0335  -5.0525
H  -0.9319  3.5195  0.8659
H  -1.2508  -1.2011  3.7228
H  -3.1839  1.7281  0.3825
H  1.4010  1.9948  -1.6763
H  -1.4207  2.6081  2.3073
H  2.3202  -1.5282  -4.7261
H  -2.0876  2.3790  -3.8195
H  3.3938  0.1253  3.8650
H  -1.0705  3.0619  -6.6572
H  -2.2000  -0.8098  -2.0223
H  2.4469  -2.4146  0.8334
H  -1.3492  -4.5834  4.7180
H  -3.0174  0.7103  -2.4423

Atomic partial charges in e from the Mulliken method, atoms 1 to 6: -1.7963, -0.2563, -0.0633, 1.4719, -0.0174, 0.4282